Entry 1:
{
  "formula": "C3H8OS",
  "method": "ωB97M-V/def2-TZVPD",
  "e_above_lowest_kcal_mol": 49.8,
  "smiles": "C=CO.CS",
  "e_homo_ev": -8.9,
  "e_tot_ha": -592.438705,
  "e_lumo_ev": 0.71,
  "species": ["C", "C", "O", "H", "H", "H", "H", "C", "S", "H", "H", "H", "H"],
  "coordinates": [[0.4043, -2.1867, -0.3916], [1.1181, -0.9761, -0.5106], [1.4328, -0.4281, -1.7667], [0.0873, -2.5787, 0.5815], [0.1299, -2.7861, -1.3292], [1.7621, -0.6047, 0.2247], [1.9309, 0.3622, -1.6245], [-1.1196, 1.4599, 0.2944], [-0.4081, 2.3978, 1.7573], [-2.2200, 1.2284, 0.7316], [-1.1135, 1.9348, -0.7597], [-0.7958, 0.3802, 0.1416], [-1.2085, 1.7971, 2.6511]],
  "forces_ev_per_angstrom": [[1.3007, 2.3683, -1.5848], [-1.2595, -4.1086, -2.2487], [-1.1513, -1.4692, 0.9662], [0.5441, 0.2301, -0.4225], [0.1131, 1.2913, 1.4941], [0.0523, 0.8630, 1.6572], [0.5012, 0.7202, 0.1371], [-2.7062, -1.7771, 0.3762], [0.0341, -0.5753, -1.2101], [2.1352, 0.9870, -1.7543], [-0.0963, -0.2074, 2.1956], [0.4104, 1.5937, 0.4715], [0.1222, 0.0841, -0.0775]],
  "mulliken_charge": [-0.61, -0.12, -0.50, 0.26, 0.22, 0.39, 0.35, -0.64, -0.18, 0.27, 0.27, 0.18, 0.11]
}

=====

Entry 2:
{
  "formula": "C3H8OS",
  "method": "ωB97M-V/def2-TZVPD",
  "e_above_lowest_kcal_mol": 16.2,
  "smiles": "C[C@H](S)CO",
  "e_homo_ev": -9.3,
  "e_tot_ha": -592.492294,
  "e_lumo_ev": 0.82,
  "species": ["C", "C", "S", "C", "O", "H", "H", "H", "H", "H", "H", "H", "H"],
  "coordinates": [[1.3036, -0.6690, -0.0903], [0.1206, 0.1798, -0.3558], [0.0544, 1.9344, -0.0397], [-1.1514, -0.4156, 0.2185], [-2.2670, 0.2820, -0.2793], [1.3507, -1.5288, -0.7397], [2.2354, -0.0952, -0.1699], [1.2964, -1.2438, 0.8464], [0.1234, 0.2451, -1.4449], [1.2429, 2.0128, 0.5199], [-1.1916, -1.4726, 0.0339], [-1.0138, -0.3280, 1.3415], [-2.1036, 1.0989, 0.1593]],
  "forces_ev_per_angstrom": [[1.5416, -0.5572, 1.3728], [-0.8057, -0.6260, -1.7016], [0.3914, 1.0021, 0.5116], [1.0348, 0.0702, 0.8974], [-0.0501, -1.3630, 0.1764], [-0.0578, 0.1007, -1.0100], [-0.0729, -0.3567, 0.0396], [-0.0597, 0.8839, 0.5161], [-0.8217, -0.6075, -0.1653], [0.5161, 0.2754, 0.4754], [-0.3907, -0.5086, -0.5227], [-0.5133, 0.0319, -0.9078], [-0.7120, 1.6549, 0.3182]],
  "mulliken_charge": [-1.27, 0.40, -0.28, -0.74, -0.47, 0.37, 0.34, 0.32, 0.21, 0.12, 0.39, 0.28, 0.33]
}

=====

Entry 3:
{
  "formula": "C3H8OS",
  "method": "ωB97M-V/def2-TZVPD",
  "e_above_lowest_kcal_mol": 107.2,
  "smiles": "C=[S@H](=O)CC",
  "e_homo_ev": -8.0,
  "e_tot_ha": -592.347155,
  "e_lumo_ev": 0.38,
  "species": ["C", "S", "O", "C", "C", "H", "H", "H", "H", "H", "H", "H", "H"],
  "coordinates": [[-2.1980, 1.0146, 0.2696], [-1.1816, -0.2736, -0.2355], [-1.4898, -1.6064, 0.2212], [0.4168, 0.0944, 0.5277], [1.5053, -0.8189, 0.0735], [-3.1899, 0.5719, 0.6615], [-2.1471, 1.8031, -0.4084], [-0.9662, -0.3931, -1.6143], [0.4249, 1.1893, 0.2183], [0.5152, 0.2613, 1.6505], [1.1830, -1.6851, 0.7282], [1.3303, -1.1670, -0.9992], [2.4033, -0.1923, 0.3855]],
  "forces_ev_per_angstrom": [[-0.4151, -3.7079, 0.8458], [-1.2447, 1.4044, 3.1586], [-0.7724, -1.0090, -0.1338], [-0.4180, 3.4507, -0.9741], [-0.8544, -0.3930, 0.4188], [1.6518, 0.8784, -1.0271], [-0.2925, 1.4096, -0.9874], [0.7119, 0.4965, 0.5281], [0.7915, -0.9526, -0.1750], [-1.4509, -0.8036, -1.2473], [1.6669, 0.3537, -0.7734], [1.0106, 0.7615, 1.2529], [-0.3847, -1.8888, -0.8861]],
  "mulliken_charge": [-1.00, 0.63, -0.62, -0.53, -0.84, 0.29, 0.35, 0.15, 0.38, 0.36, 0.28, 0.26, 0.30]
}